# 1
C29H47ClN3O8P4 | ωB97M-V/def2-TZVPD

Element x y z (Å)
C: 2.2616 -4.3958 4.8803
C: 1.4709 -3.5046 4.3006
C: 0.3444 -2.6711 3.4655
C: 1.1516 -1.8662 2.3256
C: 1.6486 -0.3849 2.6463
P: 1.2569 0.2833 4.3916
P: -0.6693 1.3746 4.3667
O: -1.8249 0.5357 4.9895
O: -1.0761 1.6054 2.6882
O: -0.5422 2.8771 5.1953
C: 2.4669 0.4514 1.5325
P: 3.0434 2.1951 2.0586
N: 1.6970 3.1336 2.7705
O: 4.2506 2.0303 3.3084
C: 2.8243 -0.1099 0.0947
P: 3.8009 0.7744 -1.2730
O: 3.7713 2.4901 -1.1156
Cl: 5.8266 0.1230 -0.9543
C: 2.3295 -1.6084 -0.2191
C: 1.5192 -2.4350 0.8948
C: 1.0805 -3.9439 0.5467
O: 0.9615 -4.9001 1.3833
C: 0.8136 -4.2875 -1.0202
C: -0.2294 -5.4718 -1.3619
C: -1.7588 -4.9758 -1.5703
C: -2.8038 -5.8153 -0.6218
C: -2.5573 -5.5504 0.9679
C: -4.3559 -5.5137 -1.0517
C: -4.5334 -3.8923 -1.0014
C: -6.0589 -3.4099 -0.7735
C: -6.2500 -1.9994 -0.3772
C: -6.6230 -1.6577 1.1573
C: -6.0157 -0.9068 -1.5492
C: 1.5532 -3.5417 -2.0325
C: 1.3808 -3.8526 -3.6249
N: 0.2598 -3.0607 -4.2590
C: 2.6231 -2.3874 -1.5901
O: 3.6299 -2.2244 -2.3539
H: 2.8892 -5.2119 5.4159
H: -0.3807 -3.4086 2.9217
H: -0.3186 -2.0199 4.1414
H: 2.2788 1.2286 4.8002
H: -0.8377 2.5435 2.4805
H: -1.0590 3.5274 4.6549
H: 1.7918 4.1420 2.5698
H: 1.7225 3.0744 3.8174
H: 4.1542 1.1528 3.7598
H: 4.6741 2.7866 -0.7979
H: -0.2457 -6.2041 -0.4512
H: 0.1689 -6.1085 -2.2524
H: -1.7881 -3.8404 -1.3585
H: -2.0918 -5.2014 -2.6675
H: -2.6271 -6.9598 -0.7826
H: -1.7233 -6.2779 1.3138
H: -2.1918 -4.4579 1.0637
H: -3.5535 -5.7006 1.5424
H: -5.1236 -6.0429 -0.3773
H: -4.5048 -5.8747 -2.1452
H: -4.1122 -3.4764 -1.9969
H: -3.9009 -3.4036 -0.1554
H: -6.9491 -4.1421 -0.9412
H: -7.6807 -1.2012 1.2687
H: -6.5172 -2.6460 1.7692
H: -5.7958 -0.9548 1.5744
H: -6.9543 -0.7584 -2.2249
H: -5.5791 0.0918 -1.1620
H: -5.2095 -1.3686 -2.2567
H: 1.1120 -4.9782 -3.7898
H: 2.4008 -3.7151 -4.1774
H: -0.1597 -2.4993 -3.4916
H: -0.4868 -3.7402 -4.5243
C: 1.1141 7.5917 -2.2279
N: 2.5854 7.2059 -2.2135
C: 3.3108 8.0892 -3.2144
C: 2.7305 5.7610 -2.6388
C: 3.2171 7.4474 -0.8268
C: 2.6156 6.6109 0.3035
O: 1.2271 6.8853 0.4613
H: 0.7867 7.6493 -3.2685
H: 0.5324 6.8174 -1.7269
H: 1.0014 8.5608 -1.7432
H: 2.8808 7.9201 -4.2043
H: 4.3686 7.8208 -3.2108
H: 3.1752 9.1312 -2.9136
H: 2.1588 5.1307 -1.9593
H: 3.7899 5.4975 -2.6083
H: 2.3391 5.6581 -3.6521
H: 3.0865 8.5152 -0.6163
H: 4.2848 7.2314 -0.9238
H: 3.1190 6.8547 1.2438
H: 2.7469 5.5391 0.1194
H: 0.8605 6.2215 1.0650

Properties
Orbital gap in eV: 4.43
Net charge: +1
E_LUMO in eV: -3.72

# 2
C26H20AuN4O4 | ωB97M-V/def2-TZVPD

Element x y z (Å)
Au: 0.1200 0.3677 -0.2170
O: -2.9243 -6.3152 2.7441
C: -3.6121 -5.2600 2.3163
O: -4.7559 -5.0942 2.6147
C: -2.9087 -4.2027 1.4721
C: -3.7365 -3.1792 1.0083
C: -3.2117 -2.1221 0.2970
C: -1.8410 -2.1007 0.0406
C: -0.9996 -3.1185 0.4699
C: -1.5468 -4.1754 1.1815
N: -1.3322 -1.0169 -0.7395
C: -1.7672 -0.8655 -1.9403
C: -1.3631 0.2965 -2.7058
C: -1.9121 0.6400 -3.9192
C: -1.5569 1.8646 -4.4928
C: -0.6958 2.6970 -3.8053
C: -0.1642 2.2794 -2.5882
N: -0.4639 1.0898 -2.0696
H: -2.0164 -6.3655 2.4251
H: -4.7938 -3.2360 1.2330
H: -3.8512 -1.3140 -0.0386
H: 0.0574 -3.1085 0.2326
H: -0.8806 -4.9652 1.5053
H: -2.4467 -1.6017 -2.3606
H: -2.6203 -0.0217 -4.4012
H: -1.9689 2.1613 -5.4488
H: -0.4206 3.6687 -4.1927
H: 0.5032 2.9205 -2.0283
O: -2.9500 -3.9284 5.7010
C: -1.7129 -4.0133 5.2194
O: -1.0213 -4.9626 5.4320
C: -1.1826 -2.8990 4.3235
C: 0.1489 -3.0471 3.9319
C: 0.7282 -2.1457 3.0653
C: -0.0388 -1.0808 2.5929
C: -1.3588 -0.8996 2.9835
C: -1.9218 -1.8127 3.8623
N: 0.6032 -0.1338 1.7365
C: 1.5887 0.5484 2.2034
C: 2.3471 1.4075 1.3157
C: 3.5239 2.0240 1.6719
C: 4.2572 2.6899 0.6851
C: 3.7921 2.6731 -0.6152
C: 2.5846 2.0429 -0.9033
N: 1.8602 1.4586 0.0496
H: -3.4137 -3.1105 5.4899
H: 0.7050 -3.8904 4.3205
H: 1.7543 -2.2762 2.7418
H: -1.9316 -0.0463 2.6409
H: -2.9491 -1.6545 4.1658
H: 1.8563 0.4543 3.2521
H: 3.8785 1.9675 2.6932
H: 5.1855 3.1875 0.9351
H: 4.3442 3.1424 -1.4183
H: 2.2073 2.0091 -1.9164

Properties
Orbital gap (spin up / spin down) in eV: 5.38 / 5.38
Net charge: +3
E_LUMO (spin up / spin down) in eV: -12.00 / -12.00